Density functional theory data (ωB97M-V/def2-TZVPD) for a 2-piece molecular cluster, CH4NOS overall in a non-equilibrium geometry.

Last columns: bonded neighbours and bond lengths (Å).
Positions of all 8 atoms, in Å:
1 S -2.54 -0.26 0.21  H7 1.412
2 O 2.31 -0.39 -0.90  C4 1.247
3 N 0.63 0.53 0.29  C4 1.350, H5 0.941, H6 1.115
4 C 1.10 -0.07 -0.82  O2 1.247, N3 1.350, H8 1.074
5 H 1.15 0.33 1.05  N3 0.941
6 H -0.48 0.63 0.26  N3 1.115
7 H -2.68 -0.40 1.60  S1 1.412
8 H 0.52 -0.37 -1.67  C4 1.074

The value obtained for the HOMO-LUMO gap is 7.496 eV. The charge is -1. The LUMO energy is 0.15742 Eh. For the energy above the lowest of the compared OMol25 structures with the same formula, charge and spin, the calculation gives 0.565 eV. The value obtained for the energy is -15475.9307 eV.